No. 1
# C4H12O3

A 2-piece molecular cluster, C4H12O3 overall (ωB97M-V with the def2-TZVPD basis set, the OMol25 dataset).

Properties
Frontier orbital gap = 10.78 eV
ΔE to the lowest compared entry with this formula, charge and spin = 94.20 kJ/mol
E = -10484.163 eV
Structure (SMILES) = OCCCCO.O

Last column: Mulliken charge in e.
CARTESIAN COORDINATES (ANGSTROEM)
O (0.018, -2.010, -2.398)  -0.5019
C (-0.221, -2.646, -1.152)  -0.6297
C (-0.324, -1.628, 0.045)  -0.6638
C (0.684, -0.558, 0.090)  -0.2864
C (0.597, 0.292, 1.406)  -0.4982
O (-0.589, 1.009, 1.453)  -0.5175
H (-0.689, -1.332, -2.411)  0.3146
H (-1.135, -3.264, -1.232)  0.3124
H (0.631, -3.327, -0.960)  0.3408
H (-1.272, -1.058, -0.001)  0.2741
H (-0.383, -2.308, 0.917)  0.3152
H (1.652, -1.083, -0.020)  0.3217
H (0.555, 0.100, -0.791)  0.2557
H (0.616, -0.386, 2.281)  0.3350
H (1.482, 0.954, 1.474)  0.3031
H (-0.664, 1.292, 2.388)  0.3255
O (-0.436, 5.635, -0.147)  -0.6515
H (0.070, 5.635, -0.990)  0.3248
H (-0.591, 4.683, 0.049)  0.3262

No. 2
# C3H4ClNS

C3H4ClNS in the gas phase (ωB97M-V with the def2-TZVPD basis set, the OMol25 dataset).

Properties
Frontier orbital gap = 9.26 eV
ΔE to the lowest compared entry with this formula, charge and spin = 121.47 kJ/mol
E = -28021.844 eV
Structure (SMILES) = CS[C@H](Cl)C#N

Last column: Mulliken charge in e.
CARTESIAN COORDINATES (ANGSTROEM)
C (0.305, 0.843, 0.053)  -0.7444
S (-1.469, 0.583, 0.469)  0.0265
C (-1.260, -1.099, 1.157)  -0.1320
Cl (-2.219, -2.393, -0.123)  -0.2136
C (-2.088, -1.221, 2.277)  0.1668
N (-2.779, -1.208, 3.192)  -0.3317
H (1.100, 0.263, 0.681)  0.2609
H (0.441, 1.864, 0.236)  0.3054
H (0.541, 0.882, -1.070)  0.2827
H (-0.281, -1.512, 1.233)  0.3794

No. 3
# C18H35AsCl2N3NaO

C18H35AsCl2N3NaO as an isolated structure (ωB97M-V with the def2-TZVPD basis set, the OMol25 dataset).

Properties
Frontier orbital gap = 6.57 eV
ΔE to the lowest compared entry with this formula, charge and spin = 11.63 kJ/mol
E = -116049.345 eV

Last column: Mulliken charge in e.
CARTESIAN COORDINATES (ANGSTROEM)
Na (0.318, -0.448, 0.666)  0.6237
Cl (-2.594, 4.420, -1.257)  -0.1634
C (-2.960, 4.491, 0.491)  -0.3089
Cl (-3.770, 3.010, 1.050)  -0.1152
H (-3.472, 5.356, 0.633)  0.4279
H (-1.999, 4.501, 0.989)  0.1573
C (1.396, 3.552, 1.064)  -0.7255
N (2.026, 3.586, -0.232)  -0.0558
C (1.462, 4.684, -1.073)  -0.9428
C (2.022, 2.284, -0.920)  0.4490
C (2.908, 1.262, -0.202)  0.7383
C (4.304, 1.395, -0.389)  -0.6730
C (5.226, 0.582, 0.257)  -0.4933
C (4.800, -0.379, 1.127)  -0.6123
C (3.445, -0.411, 1.408)  -0.7369
C (2.452, 0.363, 0.746)  -0.6848
H (1.522, 4.477, 1.540)  0.4008
H (1.778, 2.708, 1.630)  0.2717
H (0.332, 3.294, 0.986)  0.0869
H (1.416, 5.554, -0.430)  0.3309
H (0.468, 4.412, -1.378)  0.2568
H (2.055, 4.816, -1.933)  0.3483
H (2.383, 2.404, -1.953)  0.6447
H (0.961, 1.861, -0.862)  -0.9672
H (4.609, 2.162, -1.085)  0.3460
H (6.301, 0.651, 0.002)  0.2925
H (5.584, -0.998, 1.526)  0.4314
H (3.110, -1.156, 2.108)  0.6047
C (-4.199, -0.808, 1.628)  -1.0385
N (-3.411, -1.477, 0.602)  0.1320
C (-2.603, -2.528, 1.161)  -0.8551
C (-2.803, -0.699, -0.341)  0.4461
O (-1.572, -0.758, -0.499)  -0.7898
N (-3.578, 0.094, -1.068)  0.3952
C (-2.877, 0.954, -2.029)  -0.8228
C (-4.958, -0.168, -1.402)  -1.0649
H (-3.550, -0.495, 2.461)  0.3008
H (-4.870, -1.644, 2.031)  0.3101
H (-4.731, 0.032, 1.177)  0.3484
H (-3.190, -3.276, 1.717)  0.3471
H (-1.773, -2.174, 1.788)  0.2970
H (-2.171, -3.162, 0.377)  0.2423
H (-1.956, 1.301, -1.567)  0.0712
H (-3.554, 1.830, -2.194)  0.2933
H (-2.675, 0.470, -2.955)  0.3181
H (-5.464, -0.920, -0.772)  0.3704
H (-5.083, -0.602, -2.417)  0.3162
H (-5.547, 0.784, -1.386)  0.3185
C (3.081, -4.241, 1.209)  -1.1757
As (1.527, -3.366, 0.409)  0.3955
C (0.375, -5.013, 0.109)  -1.2328
C (2.145, -3.359, -1.429)  -1.0615
H (3.421, -5.087, 0.673)  0.4357
H (2.881, -4.560, 2.242)  0.3775
H (3.886, -3.488, 1.282)  0.2745
H (0.984, -5.887, -0.067)  0.3902
H (-0.232, -4.889, -0.805)  0.3467
H (-0.345, -5.208, 0.907)  0.3470
H (2.579, -4.358, -1.682)  0.3822
H (2.923, -2.595, -1.655)  0.3321
H (1.256, -3.135, -2.018)  0.3209